{
  "formula": "FH3NOPS",
  "method": "ωB97M-V with the def2-TZVPD basis set",
  "symbols": ["N", "O", "F", "P", "S", "H", "H", "H"],
  "xyz": [[1.98051, -0.46065, -0.91215], [-0.84516, 0.48603, 1.53926], [-0.97974, 1.90561, -0.47452], [-0.87228, 0.33638, -0.00023], [-2.38363, -0.75588, -0.58825], [2.68625, -0.45149, -0.18594], [2.02651, -1.28418, -1.44308], [-1.61246, 0.22418, 2.06492]],
  "de_lowest_ev": 5.490,
  "orbital_gap_ev": [5.59, 5.60],
  "e_homo_ev": [-8.772, -8.773],
  "max_force_ev_per_a": 3.60,
  "charge": 0,
  "lumo_energy_ev": [-3.18, -3.18]
}